1.
{"formula": "C21H25HgIN5O6", "method": "ωB97M-V/def2-TZVPD", "elements": ["Hg", "C", "O", "C", "C", "O", "C", "C", "O", "C", "H", "H", "H", "H", "H", "H", "H", "H", "H", "H", "H", "H", "H", "H", "O", "C", "N", "C", "O", "C", "C", "C", "C", "C", "N", "C", "C", "C", "C", "C", "N", "H", "H", "H", "H", "H", "H", "H", "H", "I", "C", "C", "N", "N", "C", "H", "H", "H", "O"], "coordinates": [[0.339, -0.418, -0.342], [4.853, 4.514, 5.914], [5.524, 3.931, 5.070], [1.680, -4.731, -1.044], [2.820, -5.328, -1.262], [5.491, -2.674, 3.943], [6.266, -1.821, 3.641], [-3.483, -4.341, -1.742], [-2.186, -4.426, -1.065], [-1.818, -3.068, -0.737], [5.413, 5.357, 6.268], [-1.749, 5.080, 0.904], [3.775, 4.382, 5.717], [0.836, -5.344, -0.443], [1.249, -3.909, -1.576], [3.217, -6.027, -0.425], [3.633, -4.956, -1.898], [7.394, -1.685, 3.648], [6.027, -0.750, 3.107], [-3.461, -5.397, -2.554], [-4.455, -4.098, -1.590], [-1.326, -2.761, 0.138], [-2.562, -2.541, -0.756], [-0.994, -2.755, -1.339], [-3.835, 3.211, 1.043], [-2.905, 2.655, 0.643], [-2.388, 1.514, 0.876], [-2.310, 0.760, 1.960], [-2.896, -0.401, 2.251], [-1.057, 1.505, 2.834], [0.221, 1.353, 2.169], [1.429, 1.751, 2.860], [1.221, 2.698, 3.620], [-0.179, 3.196, 3.805], [-1.354, 2.509, 3.622], [-2.312, 3.140, -0.754], [-2.735, 2.419, -1.912], [-2.113, 2.403, -3.021], [-1.038, 3.239, -3.202], [-0.646, 3.910, -2.089], [-1.265, 3.855, -0.884], [0.605, 1.008, 1.190], [2.246, 0.966, 2.706], [2.129, 2.875, 4.345], [-0.506, 4.218, 4.131], [-3.567, 1.814, -1.610], [-2.134, 1.666, -3.847], [-0.498, 3.362, -4.087], [0.330, 4.417, -1.965], [1.201, -4.885, -5.160], [-0.525, -3.986, -4.621], [-1.150, -3.394, -5.626], [-2.064, -2.554, -5.027], [-1.848, -2.669, -3.781], [-0.913, -3.471, -3.432], [-0.890, -3.455, -6.678], [-2.786, -1.936, -5.389], [-0.573, 4.857, 1.525], [-1.377, 5.220, 1.925]], "forces_ev_per_angstrom": [[-0.02, -0.65, -0.99], [0.77, -0.37, -4.42], [-0.11, -0.66, 1.00], [-3.65, -1.93, 0.96], [2.89, -0.75, 2.23], [0.92, 0.30, 0.11], [0.45, 3.54, -2.04], [6.21, -6.49, -3.53], [-3.64, 1.43, -0.02], [7.37, -4.83, -0.12], [-0.49, 0.78, 1.85], [0.06, 0.77, 3.67], [-0.19, 0.24, 1.55], [2.16, 1.79, -0.80], [-0.03, 0.36, -0.56], [-0.91, 0.44, -1.87], [-0.53, 0.08, 0.02], [-0.48, -1.76, 0.90], [-0.89, -2.07, 1.04], [-0.12, 3.35, 2.43], [-2.35, 1.64, 1.92], [0.25, -1.42, 2.86], [-8.02, 6.06, -0.87], [-0.24, 0.08, -1.85], [-5.41, 3.64, 3.37], [3.57, -0.59, -5.33], [0.83, -3.10, 0.86], [-0.68, -3.41, 2.53], [3.07, 5.59, -1.26], [-0.21, -3.41, -5.75], [0.49, -0.61, 1.20], [-1.12, -8.69, -6.55], [-0.74, 7.53, 8.20], [-1.10, 1.35, 2.11], [3.96, 1.27, 0.62], [-0.77, -1.90, -0.71], [-4.01, -0.65, 6.10], [2.50, -1.34, -6.03], [0.69, 1.31, 1.70], [1.39, 1.12, 1.21], [2.01, 1.64, 0.65], [-1.90, -0.58, 0.90], [-0.47, 2.04, 0.26], [-2.08, 1.05, -1.03], [1.42, -0.81, 0.31], [-0.36, -0.82, -0.72], [-1.29, 0.25, 0.65], [0.77, -0.25, -1.27], [-0.63, 0.08, -0.81], [1.58, -1.25, -0.07], [1.78, -0.87, -1.49], [-1.78, 1.10, -3.46], [0.78, -0.84, -4.10], [-3.76, 3.63, 5.49], [2.01, -1.41, 2.63], [-0.56, 0.15, 0.03], [0.54, -0.47, 0.10], [0.93, -0.13, 1.09], [-0.84, -0.56, -4.88]], "total_charge": -2, "e_homo_ev": [-0.825, -0.815], "spin_multiplicity": 2, "lumo_energy_ev": [3.12, 3.12]}


2.
{"formula": "C21H25N2O2", "method": "ωB97M-V/def2-TZVPD", "elements": ["C", "O", "C", "C", "C", "C", "C", "C", "C", "C", "C", "O", "C", "C", "C", "C", "C", "C", "H", "H", "H", "H", "H", "H", "H", "H", "H", "H", "H", "H", "H", "H", "H", "C", "C", "N", "C", "C", "C", "N", "H", "H", "H", "H", "H", "H", "H", "H", "H", "H"], "coordinates": [[-2.030, -3.935, -5.805], [-2.021, -2.547, -5.407], [-1.390, -2.134, -4.278], [-1.535, -0.762, -3.953], [-1.066, -0.293, -2.752], [-0.404, -1.142, -1.804], [-0.043, -0.617, -0.532], [0.264, -1.394, 0.614], [0.904, -0.764, 1.728], [1.303, -1.494, 2.828], [1.093, -2.900, 2.840], [1.652, -3.537, 3.904], [2.296, -2.501, 4.739], [2.042, -1.131, 4.084], [0.400, -3.546, 1.805], [-0.053, -2.794, 0.750], [-0.127, -2.473, -2.255], [-0.640, -2.978, -3.436], [-2.584, -3.891, -6.745], [-1.019, -4.322, -5.974], [-2.561, -4.562, -5.081], [-2.058, -0.135, -4.668], [-1.217, 0.754, -2.490], [0.009, 0.468, -0.424], [1.085, 0.314, 1.707], [1.846, -2.568, 5.739], [3.371, -2.727, 4.780], [2.987, -0.611, 3.880], [1.434, -0.507, 4.754], [0.244, -4.618, 1.873], [-0.677, -3.264, -0.017], [0.512, -3.121, -1.658], [-0.478, -4.029, -3.715], [2.203, 3.279, 1.438], [0.749, 3.552, 1.087], [0.023, 2.756, 0.382], [-1.305, 3.241, -0.015], [-1.509, 4.746, 0.055], [-0.984, 5.298, 1.357], [0.331, 4.738, 1.590], [2.635, 4.141, 1.959], [2.298, 2.426, 2.117], [2.784, 3.114, 0.526], [-1.434, 2.916, -1.055], [-2.129, 2.773, 0.565], [-0.985, 5.216, -0.786], [-2.570, 4.983, -0.036], [-0.910, 6.390, 1.324], [-1.654, 5.008, 2.177], [0.916, 5.183, 2.282]], "forces_ev_per_angstrom": [[-0.05, 0.35, -0.08], [0.75, 0.37, 1.09], [-0.58, -0.38, -0.52], [-0.03, -0.39, -0.03], [0.21, 0.07, 0.22], [0.02, -0.09, -0.76], [0.02, -0.96, -0.04], [-0.19, -0.25, 0.38], [0.12, 0.14, 0.53], [-0.25, -0.69, -0.62], [0.71, 0.19, 0.32], [-0.60, 1.36, -1.02], [0.19, -0.24, 0.23], [-0.05, 0.27, 0.22], [0.08, -0.20, 0.42], [0.09, 0.37, -0.54], [-0.23, 0.03, 0.21], [0.01, -0.13, -0.02], [0.16, -0.31, 0.17], [-0.15, 0.17, 0.02], [0.08, 0.22, -0.04], [0.07, 0.00, 0.20], [0.01, -0.22, -0.04], [-0.02, 0.04, 0.07], [-0.07, -0.28, -0.19], [0.24, -0.12, -0.36], [-0.47, -0.15, 0.05], [-0.28, -0.07, 0.04], [0.18, -0.04, -0.29], [-0.18, 0.16, -0.06], [0.28, 0.16, 0.46], [-0.11, 0.19, -0.18], [0.05, 0.63, 0.17], [-0.19, -0.16, -0.02], [-0.03, -0.08, 0.12], [0.38, 0.11, 0.06], [-0.42, -0.40, 0.09], [0.11, 0.20, -0.53], [-0.11, -0.20, 0.32], [0.14, 0.73, 0.34], [-0.06, -0.17, -0.16], [-0.01, -0.01, -0.27], [-0.13, -0.14, 0.21], [-0.19, 0.04, 0.15], [0.64, -0.10, -0.12], [-0.06, 0.03, 0.16], [0.07, 0.00, -0.10], [-0.04, -0.19, 0.08], [-0.02, 0.17, -0.05], [-0.09, -0.04, -0.30]], "total_charge": 1, "e_homo_ev": -10.880, "spin_multiplicity": 1, "lumo_energy_ev": -4.74}


ΔE to the lowest compared entry with this formula, charge and spin per entry: 0.0, 55.8 kJ/mol
Molecular weight per entry: 770.95, 337.44 g mol⁻¹